(1)
A molecular structure, C42H58F3N3O4S2Zr at a distorted geometry, computed with ωB97M-V/def2-TZVPD.

Summary:
E_HOMO (spin up / spin down)	-4.660 / -4.695	eV
electronic energy	-88266.044	eV
total charge	-1
2S+1	2
LUMO (spin up / spin down)	0.085 / 0.055	Ha
molar mass	881.30	g mol⁻¹
frontier orbital gap (spin up / spin down)	7.0 / 6.2	eV

```
113
Properties=species:S:1:pos:R:3:forces:R:3
Zr 0.243 0.453 1.445 1.8 0.5 0.5
C 2.766 -0.451 3.478 0.3 0.3 0.3
N 1.729 -1.138 2.704 0.0 0.0 -0.2
C 0.930 -1.935 3.644 -0.3 -0.1 0.3
C 2.411 -2.010 1.743 0.1 -0.3 -0.5
C 1.430 -2.822 0.897 0.4 0.1 0.4
N 0.405 -1.952 0.313 -0.4 0.0 0.1
C 0.587 -1.873 -1.142 -0.1 0.3 -0.3
C 1.865 -1.236 -1.594 -0.2 0.2 0.3
C 2.491 -1.802 -2.688 0.1 0.1 0.1
C 3.572 -1.196 -3.305 -0.1 0.0 0.0
C 4.019 -0.012 -2.741 0.0 -0.2 -0.2
C 3.438 0.585 -1.633 -0.2 0.3 0.4
C 2.302 -0.020 -1.019 0.6 -0.6 -1.1
O 1.670 0.479 0.032 0.5 0.0 -0.5
C 3.999 1.907 -1.119 0.1 0.1 0.1
C 4.429 1.718 0.338 -0.2 -0.2 -0.1
C 5.227 2.412 -1.888 -0.3 -0.2 0.1
C 2.909 2.976 -1.250 0.0 -0.2 0.1
C 4.148 -1.801 -4.574 0.1 -0.1 -0.2
C 5.296 -0.978 -5.163 -0.2 -0.1 0.1
C 3.031 -1.875 -5.625 0.2 0.0 0.1
C 4.676 -3.212 -4.281 -0.1 0.2 -0.1
C -0.944 -2.470 0.543 -0.4 -0.1 0.1
C -1.996 -1.469 0.102 0.2 -0.1 0.3
C -3.152 -2.060 -0.554 -0.2 0.1 0.0
C -4.383 -1.516 -0.482 0.4 -0.6 -0.3
C -4.607 -0.406 0.400 0.2 0.3 0.5
C -3.681 0.119 1.238 -0.4 0.1 0.0
C -2.275 -0.293 1.116 -0.5 -0.6 -0.9
O -1.405 -0.304 2.166 -1.3 -0.8 0.8
C -4.007 1.206 2.247 -0.1 0.2 0.1
C -3.029 2.368 2.027 0.1 -0.3 0.0
C -5.426 1.767 2.095 0.3 -0.2 0.0
C -3.847 0.637 3.660 0.1 0.0 -0.1
C -5.557 -2.046 -1.296 -0.1 -0.1 -0.1
C -5.216 -3.347 -2.033 0.0 0.3 0.1
C -5.910 -0.975 -2.337 0.0 -0.1 0.1
C -6.771 -2.327 -0.400 0.2 0.1 -0.1
H 3.396 -1.180 4.009 -0.1 0.0 -0.1
H 2.306 0.209 4.211 0.0 -0.1 -0.1
H 3.398 0.147 2.822 0.0 -0.1 0.0
H 1.518 -2.779 4.036 0.0 0.0 -0.1
H 0.023 -2.306 3.170 0.1 0.0 0.0
H 0.626 -1.304 4.481 0.1 -0.1 -0.2
H 3.081 -2.715 2.270 -0.1 0.2 0.0
H 3.021 -1.381 1.086 0.0 -0.1 0.1
H 0.962 -3.598 1.514 0.0 0.1 -0.1
H 2.000 -3.331 0.106 -0.1 0.1 0.2
H -0.234 -1.283 -1.563 0.1 -0.2 0.1
H 0.513 -2.891 -1.572 0.0 0.2 0.1
H 2.092 -2.726 -3.083 -0.1 -0.1 0.0
H 4.862 0.471 -3.199 0.1 0.1 0.0
H 5.230 0.982 0.398 0.2 -0.1 0.0
H 3.585 1.375 0.928 0.2 0.0 0.0
H 4.778 2.655 0.767 0.0 0.1 0.1
H 6.049 1.701 -1.829 0.2 -0.1 -0.1
H 5.561 3.346 -1.439 0.0 0.1 0.1
H 4.993 2.610 -2.932 0.0 0.0 -0.2
H 1.998 2.643 -0.762 0.0 0.1 0.0
H 2.685 3.154 -2.300 0.0 0.0 -0.1
H 3.233 3.911 -0.798 0.0 0.1 0.1
H 4.967 0.030 -5.402 0.0 0.2 0.0
H 5.645 -1.446 -6.084 0.0 0.0 -0.1
H 6.134 -0.926 -4.472 0.1 0.1 0.1
H 2.644 -0.879 -5.828 -0.1 0.1 0.0
H 2.205 -2.489 -5.278 -0.1 -0.1 0.0
H 3.407 -2.300 -6.554 0.0 -0.1 -0.1
H 5.448 -3.168 -3.516 0.1 0.0 0.1
H 5.101 -3.651 -5.183 0.0 -0.1 -0.1
H 3.879 -3.858 -3.926 -0.1 -0.1 0.1
H -1.085 -2.678 1.611 0.1 0.0 -0.2
H -1.092 -3.419 -0.011 0.1 0.2 0.1
H -2.965 -2.983 -1.083 -0.1 0.0 -0.1
H -5.610 -0.014 0.437 -0.1 0.1 0.1
H -3.116 2.729 1.003 0.0 0.0 -0.1
H -2.001 2.042 2.207 -0.3 0.3 0.1
H -3.254 3.190 2.705 0.0 0.1 0.1
H -5.581 2.143 1.085 -0.1 0.1 -0.1
H -5.558 2.593 2.793 0.0 0.0 0.1
H -6.181 1.014 2.316 -0.1 -0.1 0.0
H -2.848 0.224 3.778 0.0 0.0 0.2
H -4.574 -0.157 3.831 -0.1 -0.1 0.0
H -4.000 1.419 4.401 0.0 0.1 0.1
H -4.398 -3.193 -2.731 0.1 0.0 -0.1
H -6.085 -3.684 -2.597 -0.1 0.0 -0.1
H -4.942 -4.130 -1.329 0.1 -0.1 0.0
H -5.042 -0.774 -2.960 0.1 0.1 -0.1
H -6.192 -0.047 -1.849 -0.1 0.2 0.0
H -6.732 -1.296 -2.976 -0.1 -0.1 0.0
H -6.511 -3.046 0.374 0.0 -0.1 0.1
H -7.582 -2.740 -0.999 -0.1 0.0 0.0
H -7.133 -1.425 0.083 -0.1 0.1 0.1
S 2.101 2.511 2.533 0.3 -0.2 0.1
C 1.055 3.348 1.513 0.1 0.1 0.0
C 1.231 4.730 1.270 -0.3 0.1 -0.1
C 0.456 5.363 0.341 0.0 -0.2 0.1
C -0.506 4.616 -0.348 -0.1 -0.2 0.1
C -0.655 3.280 -0.042 -0.5 0.4 -0.6
N 0.082 2.639 0.873 0.3 0.8 0.2
H 2.006 5.240 1.820 0.1 0.0 0.1
H 0.591 6.415 0.125 0.0 0.1 0.0
H -1.129 5.071 -1.102 -0.1 -0.1 -0.1
H -1.383 2.677 -0.580 0.1 0.2 0.2
S -2.112 0.765 -1.600 0.3 -0.3 0.3
C -1.573 -0.051 -0.197 -0.2 0.2 -0.7
F -1.991 2.116 6.076 0.1 -0.2 -0.1
C -0.860 2.418 5.402 -0.1 0.2 -0.2
F -1.206 3.320 4.470 0.1 -0.1 0.0
F -0.068 3.063 6.279 0.2 -0.2 -0.1
C -0.165 1.135 4.788 -0.4 0.7 0.7
O 0.174 0.286 5.600 0.0 0.0 0.2
O -0.034 1.175 3.550 -0.3 -0.3 -0.5
```
Positions in Å, forces in eV/Å.


(2)
9 unconnected molecules or ions with the total composition C41H102Br2N7O7 at a distorted geometry, computed with ωB97M-V/def2-TZVPD.

Summary:
E_HOMO	-15.426	eV
electronic energy	-208967.869	eV
total charge	+5
LUMO	-0.410	Ha
molar mass	965.12	g mol⁻¹
frontier orbital gap	4.3	eV

```
159
Properties=species:S:1:pos:R:3:forces:R:3
C 19.470 18.134 21.697 0.9 0.5 0.4
C 19.149 19.504 21.148 0.3 1.4 2.0
C 20.044 20.603 21.811 0.4 0.7 -1.3
C 19.932 21.916 20.985 0.7 -0.3 0.8
C 20.404 21.740 19.558 0.7 0.8 0.4
C 19.551 20.734 18.846 -1.8 0.7 0.4
N 19.373 19.572 19.744 2.6 -7.1 -5.0
O 19.527 18.415 19.119 -1.1 5.6 3.5
C 20.143 20.300 17.560 -0.2 0.9 -0.9
C 18.071 21.230 18.579 1.2 -0.5 -1.9
C 17.638 19.811 21.273 0.2 -0.8 -0.7
H 20.546 17.905 21.654 -0.3 0.3 0.0
H 18.968 17.393 21.150 -0.9 -1.1 -0.6
H 19.150 18.132 22.733 0.0 0.0 0.2
H 21.106 20.264 21.919 -0.8 0.2 -0.3
H 19.716 20.916 22.785 -0.5 -0.6 0.6
H 20.611 22.601 21.504 -0.5 0.3 -0.2
H 18.883 22.250 21.044 0.6 0.3 0.0
H 21.467 21.433 19.560 -0.4 -0.1 0.0
H 20.401 22.676 18.974 -0.2 -0.3 0.3
H 20.312 21.192 16.945 -0.2 -0.1 0.2
H 19.521 19.620 17.031 -0.6 -0.5 -0.5
H 21.077 19.840 17.687 1.4 -0.7 0.3
H 17.496 20.318 18.353 -0.2 0.5 0.1
H 18.153 21.833 17.648 -0.1 -0.4 0.5
H 17.622 21.859 19.307 -0.3 0.2 0.9
H 17.213 19.284 20.414 -0.7 -0.1 0.5
H 17.327 20.836 21.272 0.3 0.6 -0.1
H 17.330 19.380 22.198 -0.5 -0.5 0.6
C 17.731 10.581 9.657 1.7 1.2 0.0
C 16.462 11.293 9.264 -1.1 1.0 0.5
C 15.479 10.422 8.472 1.2 -1.1 0.0
C 14.005 10.742 8.543 -0.4 1.8 0.4
C 13.709 12.225 9.048 -0.2 -1.2 0.6
C 14.252 12.391 10.474 1.6 0.2 -0.3
N 15.687 11.896 10.454 4.1 0.7 5.9
O 16.311 12.111 11.575 -2.5 -1.6 -5.9
C 13.615 11.611 11.630 0.1 -1.6 -0.4
C 14.371 13.836 10.956 -0.8 1.7 -0.3
C 16.744 12.580 8.455 0.4 -1.2 -1.3
H 18.487 11.252 10.165 -1.0 -0.4 -0.6
H 18.265 10.256 8.718 -0.8 0.0 0.9
H 17.577 9.774 10.352 -0.2 -0.6 -0.1
H 15.696 9.376 8.795 -0.4 0.6 -0.4
H 15.913 10.547 7.468 -0.6 -0.4 0.0
H 13.544 10.274 9.377 -0.2 -1.4 0.5
H 13.474 10.380 7.649 0.2 0.7 0.3
H 12.650 12.335 9.237 -0.5 0.1 -0.7
H 14.082 13.043 8.463 -0.2 0.2 -0.5
H 14.186 11.899 12.527 -0.7 -0.1 -0.2
H 13.770 10.507 11.476 -0.3 0.9 0.3
H 12.523 11.799 11.668 0.7 0.1 0.1
H 14.756 14.557 10.201 0.0 -0.7 0.3
H 14.940 13.991 11.904 -0.6 -0.5 -0.8
H 13.319 14.154 11.093 0.5 0.0 0.2
H 17.104 12.228 7.453 -0.3 0.3 0.8
H 17.540 13.130 8.892 0.4 0.8 0.5
H 15.847 13.140 8.272 0.0 0.5 0.0
C 13.393 20.986 14.097 0.5 -0.2 0.5
N 12.564 21.025 15.329 -1.2 1.9 0.4
C 12.644 22.427 15.987 1.1 -1.3 -1.0
C 11.115 20.798 14.920 0.3 1.2 1.6
C 12.888 20.011 16.417 -1.2 -0.4 -0.8
C 14.284 19.930 16.893 0.0 2.0 0.9
O 15.188 19.425 15.981 0.5 -0.2 -0.6
H 14.325 21.491 14.369 0.0 -0.4 -0.6
H 12.881 21.470 13.260 0.1 0.2 0.4
H 13.519 19.937 13.849 0.4 0.0 -0.1
H 12.608 23.155 15.197 -0.5 0.4 -0.3
H 13.641 22.541 16.441 -0.6 -0.2 0.1
H 11.819 22.470 16.671 -0.1 0.4 0.4
H 10.708 21.545 14.227 0.7 -0.2 0.0
H 10.580 20.926 15.865 -0.3 -0.5 -0.3
H 11.065 19.807 14.561 -0.4 -1.0 -0.5
H 12.503 19.062 16.062 0.1 -0.4 -0.1
H 12.257 20.251 17.283 0.0 0.2 -0.3
H 14.217 19.334 17.780 0.1 -0.6 0.7
H 14.549 20.971 17.250 0.2 -0.9 -0.3
H 15.874 18.984 16.494 0.2 -0.3 -0.1
C 12.969 14.035 15.341 -1.6 -1.0 -1.4
N 13.134 13.644 16.708 1.3 0.0 1.3
C 11.813 13.344 17.257 -1.5 -1.0 -0.2
C 14.004 12.446 16.768 -0.1 0.2 -0.2
C 13.792 14.761 17.404 0.4 2.4 -0.5
C 14.172 14.599 18.842 0.4 0.4 1.0
O 15.438 13.964 19.122 -2.4 -1.6 -0.2
H 12.629 13.136 14.795 -0.2 0.6 0.1
H 13.902 14.285 14.925 1.2 0.8 -0.4
H 12.224 14.821 15.330 0.1 0.3 -0.4
H 11.617 12.420 16.696 -1.0 0.2 0.5
H 11.061 14.139 17.055 0.8 -0.3 0.0
H 11.777 13.126 18.329 0.6 0.1 -0.3
H 13.527 11.673 16.167 0.2 -0.2 0.2
H 14.092 12.192 17.810 0.2 -0.4 0.2
H 14.970 12.739 16.359 0.0 -0.2 0.1
H 13.069 15.631 17.301 0.6 -0.9 0.4
H 14.688 15.087 16.820 -0.5 -0.5 0.4
H 13.422 14.075 19.451 0.0 0.0 -0.3
H 14.176 15.646 19.192 0.2 -0.4 0.1
H 16.096 14.621 19.061 1.5 1.8 -0.3
C 7.612 15.421 22.084 0.7 0.6 -0.9
N 7.376 15.004 23.479 -1.0 1.5 0.6
C 7.901 16.094 24.360 -0.2 -0.3 0.9
C 5.888 14.919 23.733 -0.3 1.2 -1.2
C 7.987 13.699 23.791 -0.3 -0.5 0.3
C 9.481 13.651 23.777 0.8 0.1 -0.1
O 10.042 13.978 22.517 0.5 0.8 0.4
H 7.254 14.631 21.449 -0.3 -0.3 -0.4
H 8.712 15.467 21.963 -0.9 0.4 -0.1
H 7.101 16.377 21.809 0.4 -0.8 0.6
H 8.964 16.165 24.231 0.5 0.1 -0.1
H 7.680 15.793 25.404 0.1 0.5 -0.5
H 7.461 17.061 24.087 -0.1 -0.5 0.2
H 5.623 14.460 24.668 0.3 -0.2 0.4
H 5.459 14.386 22.890 -0.1 -0.3 0.1
H 5.497 15.960 23.694 0.2 -0.8 0.1
H 7.563 12.968 23.101 -0.1 0.0 0.0
H 7.643 13.477 24.798 0.0 -0.3 0.1
H 9.803 12.658 24.066 -0.1 -0.3 0.2
H 9.911 14.333 24.530 -0.1 -0.2 -0.5
H 9.976 13.270 21.885 -0.2 -0.6 -0.2
C 17.326 12.932 24.044 1.5 -1.4 0.7
C 16.815 14.311 23.883 0.3 -0.3 0.3
C 15.348 14.342 23.543 0.4 -0.4 -1.7
O 14.998 15.674 23.545 -0.6 0.8 0.7
C 13.666 15.920 23.084 0.2 0.2 0.9
N 17.055 15.190 25.117 -0.9 0.9 -2.0
H 17.972 15.578 25.232 1.0 -0.1 -0.2
H 16.437 16.009 24.930 -0.1 -0.5 0.5
H 16.832 14.718 25.958 -0.6 -0.6 1.2
H 17.223 12.402 23.076 0.0 0.2 0.7
H 16.908 12.335 24.873 -0.4 0.3 -0.5
H 18.407 12.957 24.296 -0.4 0.0 -0.4
H 17.400 14.726 23.077 -0.1 0.8 -0.1
H 14.730 13.713 24.210 0.2 0.1 -0.2
H 15.306 14.000 22.453 -0.2 -0.2 1.4
H 13.727 16.947 22.750 -0.7 0.1 -0.1
H 12.897 15.729 23.865 0.6 0.4 -0.3
H 13.465 15.237 22.289 -0.2 -0.2 -0.9
C 20.363 8.923 20.743 0.5 -0.6 -0.6
C 20.327 8.314 19.319 -0.5 1.7 0.2
C 19.188 8.930 18.449 0.9 -0.5 1.3
O 19.339 10.303 18.498 0.5 1.2 -0.6
C 18.380 11.121 17.783 0.9 -1.1 0.3
N 21.669 8.537 18.616 0.3 0.7 1.0
H 21.665 8.141 17.679 0.2 -0.1 -0.1
H 21.864 9.562 18.557 -0.3 -0.8 -0.1
H 22.454 8.137 19.172 -0.6 0.1 -0.5
H 19.477 8.591 21.259 -0.8 0.4 -0.1
H 20.502 10.013 20.746 -0.2 -0.5 0.0
H 21.101 8.424 21.364 0.6 0.1 -0.2
H 20.149 7.266 19.378 0.2 -0.9 -0.1
H 18.299 8.682 19.002 -0.8 -0.6 -0.1
H 19.199 8.448 17.471 -0.2 0.3 -0.4
H 17.382 10.919 18.148 -0.4 0.1 0.2
H 18.440 10.886 16.726 -0.1 0.1 -0.3
H 18.686 12.134 17.981 -0.1 0.3 0.0
Br 11.168 16.976 17.636 0.0 0.0 -0.1
Br 16.829 16.924 18.670 0.1 0.3 0.0
```
Positions in Å, forces in eV/Å.


(3)
2 unconnected molecules or ions with the total composition C7H7BrClNO at a distorted geometry, computed with ωB97M-V/def2-TZVPD.

Summary:
E_HOMO (spin up / spin down)	-8.269 / -7.908	eV
electronic energy	-93470.356	eV
LUMO (spin up / spin down)	-0.003 / -0.006	Ha
molar mass	236.50	g mol⁻¹
frontier orbital gap (spin up / spin down)	8.2 / 7.7	eV

```
18
Properties=species:S:1:pos:R:3:forces:R:3
C 1.221 -1.900 -0.125 0.7 -0.7 1.0
C 1.231 -1.303 1.118 -1.6 1.9 -1.4
C 0.372 -1.486 -1.121 -0.5 0.9 0.3
C 0.375 -0.212 1.351 1.6 -2.4 0.8
C -0.425 -0.364 -0.929 -0.3 -0.2 -0.3
C -0.424 0.154 0.332 -1.1 2.1 -0.3
C -1.187 3.582 -1.113 1.1 -0.4 0.4
N -1.289 1.239 0.629 0.8 -1.5 2.0
O -2.220 1.617 -0.074 -1.4 1.0 -1.8
Cl -1.015 3.213 -2.771 -0.2 0.0 0.1
Br 0.346 3.399 -0.023 0.3 0.0 -0.2
H 1.915 -2.740 -0.166 -0.4 0.0 -0.8
H 1.913 -1.675 1.787 1.3 -0.6 1.9
H 0.288 -2.075 -1.971 0.0 -0.7 -1.8
H 0.242 0.213 2.320 0.2 0.4 0.6
H -1.120 0.190 -1.581 0.5 -1.0 -0.3
H -1.526 4.545 -0.831 -1.1 0.7 -0.4
H -1.378 1.389 1.633 0.1 0.4 0.1
```
Positions in Å, forces in eV/Å.


What is the formula in the second record? C41H102Br2N7O7


The lowest molar mass belongs to which entry? C7H7BrClNO


Look up the molar mass of the third one. 236.50 g mol⁻¹


Which value of electronic energy does entry 2 give? -208967.869 eV